1.
Density functional theory data (the ωB97M-V functional and the def2-TZVPD basis) for C4H7NO as an isolated structure.

Results
**Energy above the lowest of the compared OMol25 structures with the same formula, charge and spin**: 192.0 kcal/mol
**Orbital gap**: 8.794 eV
**Strongest force on any atom**: 0.44 eV/A
**LUMO energy**: 0.421 eV
**E_HOMO**: -8.373 eV

Geometry as ORCA input:
```
! wB97M-V def2-TZVPD RIJCOSX def2/J DEFGRID3
* xyz 0 1
O -0.5972 -0.9826 -1.6986
C -0.7367 0.1481 -0.9212
C -1.1736 0.0041 0.5125
C 0.4638 0.0671 1.2509
N 1.1599 -0.7776 0.5467
C 0.4390 0.5881 -0.1030
H 0.1007 -1.5094 -1.2679
H -1.2154 0.9447 -1.4849
H -1.4484 -1.0039 0.8097
H -1.7789 0.8127 0.9142
H 0.4701 0.4451 2.2720
H 2.3443 0.3066 -0.2565
H 1.9726 0.9571 -0.5738
*
```

---

2.
Density functional theory data (the ωB97M-V functional and the def2-TZVPD basis) for C4H7NO as an isolated structure.

Results
**Energy above the lowest of the compared OMol25 structures with the same formula, charge and spin**: 116.6 kcal/mol
**Orbital gap**: 9.911 eV
**Strongest force on any atom**: 7.43 eV/A
**LUMO energy**: 0.173 eV
**E_HOMO**: -9.739 eV

Geometry as ORCA input:
```
! wB97M-V def2-TZVPD RIJCOSX def2/J DEFGRID3
* xyz 0 1
C 1.8663 0.9368 0.4421
C 2.3472 -0.1831 1.4128
C -4.3381 -1.5586 -2.6742
C -3.6034 -0.8441 -1.9703
H 0.1692 2.1146 0.2992
H 0.2523 0.6285 1.5685
H 2.5833 -1.1626 0.8922
H 1.7526 -0.4960 2.2529
H 3.2932 0.3878 1.8351
H -5.1630 -2.4061 -2.7138
H -2.7066 -0.2162 -1.8249
N 0.8362 1.5736 0.9123
O 2.7108 1.2254 -0.4320
*
```

---

3.
Density functional theory data (the ωB97M-V functional and the def2-TZVPD basis) for a 3-piece molecular cluster, C4H7NO overall.

Results
**Energy above the lowest of the compared OMol25 structures with the same formula, charge and spin**: 77.8 kcal/mol
**Orbital gap**: 10.701 eV
**Strongest force on any atom**: 1.15 eV/A
**SMILES**: C=CC#N.[H][H].C=O
**LUMO energy**: 0.386 eV
**E_HOMO**: -10.315 eV

Geometry as ORCA input:
```
! wB97M-V def2-TZVPD RIJCOSX def2/J DEFGRID3
* xyz 0 1
O -1.2548 -1.2673 1.1813
C -0.2260 -1.1539 1.8064
C -0.2433 -0.0772 -1.7551
C 0.8692 0.6352 -1.5785
C 1.6473 0.5181 -0.3746
N 2.2646 0.4141 0.6011
H -1.8207 1.0310 0.9621
H 0.4463 -2.0155 1.9743
H 0.1007 -0.1878 2.2294
H -0.8231 0.0239 -2.6667
H -0.6123 -0.7630 -0.9979
H -1.7498 1.7691 0.8834
H 1.2360 1.3336 -2.3247
*
```

---

4.
Density functional theory data (the ωB97M-V functional and the def2-TZVPD basis) for one molecule with the formula C4H7NO.

Results
**Energy above the lowest of the compared OMol25 structures with the same formula, charge and spin**: 99.2 kcal/mol
**Orbital gap**: 8.151 eV
**Strongest force on any atom**: 0.48 eV/A
**LUMO energy**: 0.870 eV
**E_HOMO**: -7.281 eV

Geometry as ORCA input:
```
! wB97M-V def2-TZVPD RIJCOSX def2/J DEFGRID3
* xyz 0 1
C 0.8008 1.5456 0.7512
C 0.0825 0.8747 -0.3957
C 0.7480 -0.2427 -1.1575
N -0.2942 -0.5121 -0.2408
C -1.0305 -1.3547 0.3583
O -1.0178 -2.6586 0.0289
H 0.1104 1.8982 1.5271
H 1.3589 2.4091 0.3737
H 1.5177 0.8443 1.1873
H -0.7320 1.4657 -0.8303
H 0.4247 -0.3800 -2.1938
H -0.2755 -2.7968 -0.5829
H -1.6930 -1.0928 1.1744
*
```

---

5.
Density functional theory data (the ωB97M-V functional and the def2-TZVPD basis) for one molecule with the formula C4H7NO2.

Results
**Energy above the lowest of the compared OMol25 structures with the same formula, charge and spin**: 32.3 kcal/mol
**Orbital gap**: 10.780 eV
**Strongest force on any atom**: 0.38 eV/A
**SMILES**: NC(=O)C[C@H]1CO1
**LUMO energy**: 0.800 eV
**E_HOMO**: -9.981 eV

Geometry as ORCA input:
```
! wB97M-V def2-TZVPD RIJCOSX def2/J DEFGRID3
* xyz 0 1
N 1.7807 0.6165 1.6146
C 0.5498 0.4735 1.0529
O -0.3966 1.1583 1.4018
C 0.4091 -0.6102 -0.0093
C -1.0327 -0.6328 -0.4564
C -1.4220 0.1925 -1.5928
O -1.3270 -1.2240 -1.7109
H 1.8775 1.3240 2.3264
H 2.5955 0.1153 1.3031
H 0.7548 -1.5704 0.3965
H 1.0463 -0.3949 -0.8772
H -1.7717 -0.8180 0.3225
H -0.6447 0.7448 -2.1229
H -2.4190 0.6251 -1.6482
*
```

---

6.
Density functional theory data (the ωB97M-V functional and the def2-TZVPD basis) for one molecule with the formula C4H7NO2.

Results
**Energy above the lowest of the compared OMol25 structures with the same formula, charge and spin**: 91.1 kcal/mol
**Orbital gap (alpha / beta)**: 8.132 / 8.133 eV
**Strongest force on any atom**: 0.45 eV/A
**LUMO energy (alpha / beta)**: -0.170 / -0.169 eV
**E_HOMO (alpha / beta)**: -8.302 / -8.302 eV

Geometry as ORCA input:
```
! wB97M-V def2-TZVPD RIJCOSX def2/J DEFGRID3
* xyz 0 1
C 0.9859 -1.2607 -0.0334
C 0.3631 0.0543 -0.5424
C 1.0546 1.2783 -0.0165
O 0.3783 0.2291 -1.8452
C -0.8770 0.3784 0.3192
O -0.5186 1.1901 1.2101
N -2.1130 -0.0644 0.1415
H 1.9835 -1.3329 -0.4801
H 1.0675 -1.3160 1.0606
H 0.3922 -2.1074 -0.3952
H 0.7243 2.2067 -0.4668
H 2.0595 1.2802 0.4196
H -2.8807 0.3117 0.6816
H -2.3126 -0.5806 -0.7034
*
```

---

Which value of strongest force on any atom does entry 4 give? 0.48 eV/A

---

Among the records above, which one has the lowest strongest force on any atom? number 5

---

What is the strongest force on any atom in the first record? 0.44 eV/A

---

Which of these has the lowest strongest force on any atom? number 5